C2H12Ni2O12 as an isolated structure in a non-equilibrium geometry. Source: the Open Molecules 2025 dataset; level of theory: ωB97M-V with the def2-TZVPD basis set.

```
28
Properties=species:S:1:pos:R:3:mulliken_charge:R:1
Ni 3.33026 -0.96814 1.21059 0.9155
Ni -2.36504 -1.65317 2.34159 0.9380
C -0.04253 0.46992 -0.24418 0.8140
O -1.06907 0.78568 0.32220 -0.5952
O 1.01683 1.08209 -0.28856 -0.5976
O 0.18859 -0.71334 0.00719 -0.5363
C 1.64830 -0.65119 5.59469 0.7565
O 0.66681 -1.11686 5.00757 -0.5811
O 1.58785 -0.46328 6.81320 -0.5322
O 2.66398 -0.46016 4.91290 -0.6051
O -0.37623 -5.55755 -1.85646 -0.6330
H -0.30563 -4.64406 -1.57938 0.3147
H 0.52247 -5.88609 -1.83135 0.3191
O -5.14301 3.17779 -0.36829 -0.6248
H -4.45703 2.54344 -0.16030 0.3146
H -5.76288 2.69138 -0.91182 0.3107
O 0.43203 5.85573 0.83780 -0.6411
H -0.32036 6.20203 0.35798 0.3159
H 0.28753 4.90977 0.86042 0.3249
O -5.09511 -2.26965 -0.39125 -0.6274
H -5.49228 -1.68210 -1.03412 0.3158
H -5.81954 -2.81517 -0.08493 0.3212
O 3.54994 2.34900 -4.19762 -0.6342
H 4.44145 2.55223 -3.91451 0.3163
H 3.12182 2.00475 -3.41376 0.3191
O 4.24990 -1.83553 -2.28085 -0.6210
H 3.56522 -1.69051 -2.93386 0.3224
H 4.97572 -2.21690 -2.77479 0.3105
```

Summary:
- Max |F|: 7.37 eV/A
- Spin multiplicity: 5
- Kohn-Sham gap (alpha / beta): 4.78 / 4.60 eV
- HOMO (alpha / beta): -8.33 / -8.10 eV

***

A 5-piece molecular cluster, C2H12O4 overall. Source: the Open Molecules 2025 dataset; level of theory: ωB97M-V with the def2-TZVPD basis set.

```
18
Properties=species:S:1:pos:R:3:mulliken_charge:R:1
C 1.58649 -0.28571 1.54137 -0.3242
C 0.85273 -1.07112 2.31463 -0.2904
H 1.61871 -0.33030 0.45904 -0.0359
H 2.27138 0.42494 1.98320 0.2470
H 0.09125 -1.71912 1.90642 0.2236
H 1.08221 -1.08808 3.37059 0.2155
O -0.34881 -2.74889 -0.29875 -0.6069
H -0.38292 -3.26790 -1.11104 0.2996
H 0.31122 -2.07077 -0.49006 0.2146
O -1.39814 0.10181 -0.45630 -0.6096
H -1.91223 0.04361 -1.26917 0.2985
H -1.07517 -0.80217 -0.33781 0.3333
O -2.44052 4.87784 -0.10445 -0.6327
H -2.32393 4.58782 -1.01539 0.3139
H -3.15111 4.31126 0.21637 0.3183
O 2.30829 -0.94651 -2.12139 -0.6226
H 1.50090 -0.48722 -1.85334 0.3344
H 2.37260 -1.75854 -1.61239 0.3236
```

Summary:
- Max |F|: 0.56 eV/A
- SMILES: C=C.O.O.O.O
- Kohn-Sham gap: 10.33 eV
- HOMO: -10.18 eV

***

A 4-piece molecular cluster, C2H12O4 overall in a non-equilibrium geometry. Source: the Open Molecules 2025 dataset; level of theory: ωB97M-V with the def2-TZVPD basis set.

```
18
Properties=species:S:1:pos:R:3:mulliken_charge:R:1
C -0.49677 -1.99637 0.31348 -0.0607
O 0.38884 -0.90748 0.20314 -0.1881
C -1.72885 -1.71357 1.12853 -1.0818
H 0.16607 -2.74899 0.76484 0.3309
H -0.71851 -2.36384 -0.70977 0.3088
H -0.19522 -0.09328 0.37856 0.4744
H -1.50768 -1.68629 2.19086 0.3425
H -2.48159 -2.42492 0.81551 0.3581
H -2.22883 -0.78579 0.79220 0.4093
H 1.33392 -0.22106 -1.34515 0.3343
H 2.07023 -0.04588 -2.61661 0.3422
O 1.86221 0.40251 -1.80284 -0.6212
H 1.78811 3.60559 -0.75773 0.3562
H 1.49785 2.25100 -1.39030 0.3810
O 1.06058 3.07111 -1.06211 -0.7031
H -0.46703 2.05812 1.75029 0.3044
H 0.04763 2.10553 0.37169 0.3571
O -0.39094 1.49359 0.97541 -0.6442
```

Summary:
- Net charge: +1
- Max |F|: 1.80 eV/A
- Spin multiplicity: 2
- Kohn-Sham gap (alpha / beta): 11.58 / 4.90 eV
- HOMO (alpha / beta): -14.81 / -14.81 eV

***

A 5-piece molecular cluster, C2H12O5 overall in a non-equilibrium geometry. Source: the Open Molecules 2025 dataset; level of theory: ωB97M-V with the def2-TZVPD basis set.

```
19
Properties=species:S:1:pos:R:3:mulliken_charge:R:1
C 3.07677 1.97396 2.44528 -0.4594
C 2.05776 2.19172 1.62431 -1.5591
O 2.20787 1.30687 0.54503 -0.0518
H 3.17500 2.43926 3.41075 0.2731
H 4.01117 1.44646 2.28691 0.2104
H 1.08418 2.64135 1.72200 0.8706
H 2.10431 1.73048 -0.34430 0.1980
H -1.62307 -3.58165 -0.89809 0.4318
H -2.59899 -4.74520 -1.24447 0.2682
O -1.66704 -4.51153 -1.16988 -0.7165
H -0.99975 1.06994 -4.39287 0.4426
H 0.32218 0.78221 -3.45357 0.4521
O -0.60856 1.00110 -3.51678 -1.0752
H -3.32218 -1.79115 -0.40389 0.2688
H -2.03236 -1.06877 0.29829 0.4304
O -2.38399 -1.83724 -0.21826 -0.7337
H -1.63772 0.75051 1.04406 0.4729
H -0.11178 0.20829 1.09656 0.2358
O -1.05382 -0.00660 1.16890 -0.9590
```

Summary:
- Net charge: -1
- Max |F|: 3.58 eV/A
- Spin multiplicity: 2
- Kohn-Sham gap (alpha / beta): 2.91 / 9.71 eV
- HOMO (alpha / beta): 0.68 / -6.24 eV

***

A 5-piece molecular cluster, C2H12O5 overall in a non-equilibrium geometry. Source: the Open Molecules 2025 dataset; level of theory: ωB97M-V with the def2-TZVPD basis set.

```
19
Properties=species:S:1:pos:R:3:mulliken_charge:R:1
C -0.17089 -1.28823 -1.82920 -0.6612
C 1.05245 -0.77198 -2.06049 -0.0375
O 1.84289 -0.13819 -0.97040 -0.4692
H -0.95459 -1.28932 -2.57334 0.2868
H -0.51327 -1.41887 -0.84582 0.2578
H 1.59920 -0.79297 -3.00825 0.3113
H 2.39724 0.64218 -1.38487 0.3231
O 1.71979 -1.01141 2.14982 -0.6038
H 2.66300 -1.23135 2.32290 0.3070
H 1.39073 -1.63819 1.53837 0.2958
O -3.12105 -1.51387 3.68308 -0.6178
H -3.73268 -0.97785 3.28663 0.3003
H -2.32631 -1.36597 3.15656 0.3165
O 0.07461 1.62065 1.57217 -0.6443
H 0.03486 1.96465 0.67523 0.2908
H 0.90994 1.02820 1.72865 0.3433
O -1.20569 3.00077 -2.31570 -0.6418
H -1.04805 2.08607 -2.03247 0.3235
H -0.61219 3.09568 -3.09287 0.3193
```

Summary:
- Max |F|: 3.67 eV/A
- SMILES: C=CO.O.O.O.O
- Kohn-Sham gap: 9.98 eV
- HOMO: -9.82 eV

***

A 5-piece molecular cluster, C2H12O5 overall in a non-equilibrium geometry. Source: the Open Molecules 2025 dataset; level of theory: ωB97M-V with the def2-TZVPD basis set.

```
19
Properties=species:S:1:pos:R:3:mulliken_charge:R:1
C 3.75050 -0.52428 -0.89388 -0.7706
C 2.65449 -0.08810 -0.28322 -0.1400
O 2.56443 0.99283 0.58269 -0.4868
H 3.57669 -1.36626 -1.54616 0.2489
H 4.65817 0.05023 -0.78858 0.2546
H 1.77467 -0.71215 -0.11840 0.5708
H 2.95789 1.74427 0.14301 0.3247
O -3.19422 0.36063 3.16436 -0.6265
H -2.77944 0.94749 2.51476 0.3057
H -3.28883 -0.48058 2.70045 0.3143
O -0.91997 -2.27174 0.05314 -0.6253
H -1.13702 -1.51517 -0.46555 0.2792
H -1.17028 -1.96123 0.95406 0.3240
O -3.44648 0.31797 -0.18991 -0.6082
H -3.40837 1.25767 -0.02422 0.3135
H -2.85276 0.29033 -0.94377 0.2923
O -0.31312 0.99207 -1.50919 -0.6255
H 0.44127 0.45586 -1.17579 0.3558
H 0.13239 1.51017 -2.17379 0.2991
```

Summary:
- Max |F|: 1.76 eV/A
- SMILES: C=CO.O.O.O.O
- Kohn-Sham gap: 10.14 eV
- HOMO: -9.89 eV

***

C2H13N2O3 as an isolated structure in a non-equilibrium geometry. Source: the Open Molecules 2025 dataset; level of theory: ωB97M-V with the def2-TZVPD basis set.

```
20
Properties=species:S:1:pos:R:3:mulliken_charge:R:1
C 0.41532 0.69016 -1.71684 0.2643
N -0.46658 -0.36352 -1.69183 -0.1945
C 2.56345 -0.56185 0.76955 -0.6198
N 1.54558 0.42158 0.94031 -0.3126
H 1.47979 0.53932 -1.88312 0.2545
H -0.05499 1.56545 -2.17200 0.2673
H -0.09859 0.15836 -0.68554 -0.0642
H -1.31940 0.00638 -2.14284 0.3494
H 3.14696 -0.99569 1.59017 0.3463
H 3.33714 -0.11070 0.11134 0.3202
H 1.62255 0.72993 1.92743 0.3196
H -1.64918 1.00343 0.26011 0.4688
H -0.40123 -1.55035 1.39109 0.3510
O 0.01164 -2.39133 1.19723 -0.6200
H -3.09009 2.05449 -1.21186 0.2551
H -0.46262 0.70763 1.18375 0.3348
O -1.39783 0.49636 1.10872 -0.6390
H 1.80764 -1.14350 0.19296 0.3857
H -0.49541 -3.17501 1.38148 0.3037
O -2.20541 1.77500 -0.94075 -0.7707
```

Summary:
- Net charge: +1
- Max |F|: 5.47 eV/A
- Kohn-Sham gap: 3.49 eV
- HOMO: -12.84 eV

***

A 4-piece molecular cluster, C2H13N2O3 overall in a non-equilibrium geometry. Source: the Open Molecules 2025 dataset; level of theory: ωB97M-V with the def2-TZVPD basis set.

```
20
Properties=species:S:1:pos:R:3:mulliken_charge:R:1
C 1.82219 1.61048 -1.98702 -0.6976
N 0.80508 0.80315 -1.42975 0.0217
C 0.40680 0.83919 -0.15438 0.1827
N -0.35137 -0.11885 0.30805 0.0417
H 2.57799 0.95624 -2.46189 0.3509
H 2.19735 2.44452 -1.40417 0.3697
H 1.36792 2.06466 -2.90175 0.3775
H 0.45091 0.06310 -2.05316 0.3254
H 0.61614 1.61747 0.57344 0.4094
H -0.67396 -0.88079 -0.30583 0.3064
H -0.65923 -0.04837 1.29999 0.3183
H 1.32239 -2.58126 -1.58534 0.2989
H -0.18895 -2.56298 -2.00100 0.3471
O 0.48703 -2.16325 -1.43083 -0.6458
H 0.04801 0.94226 3.65835 0.3174
H -1.43410 0.75521 3.58981 0.3353
O -0.61785 0.46554 3.13887 -0.6733
H -3.16431 -0.78047 2.06877 0.3128
H -2.40776 -2.18136 1.64802 0.3485
O -2.60427 -1.24449 1.42982 -0.6469
```

Summary:
- Net charge: +2
- Max |F|: 1.99 eV/A
- Spin multiplicity: 2
- Kohn-Sham gap (alpha / beta): 9.60 / 4.95 eV
- HOMO (alpha / beta): -18.48 / -18.46 eV

***

Here are the calculated energy relative to the best compared isomer or geometry (same formula, charge and spin) numbers, same order: 10.283, 1.626, 0.000, 1.773, 2.193, 1.351, 13.482, 1.430 (eV).